<w>
ORCA calculation (ωB97M-V/def2-TZVPD) on one molecule with the formula C3H6N2OS.

Geometry as XYZ:
```
13
Properties=species:S:1:pos:R:3:mulliken_charge:R:1
C -1.100 -2.551 0.329 -0.80
C 0.453 -0.456 -0.269 0.46
C 0.382 3.051 0.105 -0.30
H -2.063 -2.925 0.695 0.31
H -1.042 -2.887 -0.732 0.27
H -0.301 -3.014 0.887 0.28
H 1.738 1.086 -0.765 0.27
H 1.351 3.279 -0.343 0.21
H -0.273 3.849 0.475 0.25
N 0.821 0.870 -0.363 0.10
N 0.040 1.832 0.195 -0.47
O 1.148 -1.349 -0.718 -0.58
S -1.154 -0.783 0.504 0.00
```

Calculated values
* SMILES string: C=NNC(=O)SC
* net charge: 0
* E_LUMO: 0.0301 hartree
* E_HOMO: -9.223 eV

=====

<x>
ORCA calculation (ωB97M-V/def2-TZVPD) on a 2-piece molecular cluster, C3H6N2OS overall.

Geometry as XYZ:
```
13
Properties=species:S:1:pos:R:3:mulliken_charge:R:1
C -2.489 -0.214 -0.040 -0.85
C -0.142 0.754 0.494 0.06
C 2.258 -0.821 -0.231 -0.03
H -2.886 -1.104 -0.818 0.27
H -2.864 -0.786 1.244 0.25
H -2.773 0.885 -0.335 0.32
H -0.713 1.506 1.172 0.36
H 2.421 1.198 -1.296 0.26
H 3.000 -1.063 -0.936 0.40
N 1.019 1.208 0.452 -0.47
N 1.943 0.596 -0.379 -0.09
O 1.894 -1.410 0.802 -0.53
S -0.667 -0.748 -0.130 0.04
```

Calculated values
* net charge: 0
* E_LUMO: 0.0168 hartree
* E_HOMO: -8.980 eV

=====

<y>
ORCA calculation (ωB97M-V/def2-TZVPD) on one molecule with the formula C3H6N2OS.

Geometry as XYZ:
```
13
Properties=species:S:1:pos:R:3:mulliken_charge:R:1
C 1.613 -1.009 -0.181 -0.73
C -0.893 0.253 -0.326 0.67
C -0.700 0.356 1.219 -0.98
N -0.135 0.757 -1.227 -0.22
N 1.045 1.348 -1.144 -0.47
O -2.070 -0.228 -0.653 -0.46
S 2.279 0.476 -0.634 0.21
H 0.718 -1.413 -0.686 0.40
H 2.370 -1.640 0.353 0.28
H -1.580 0.935 1.653 0.32
H 0.114 0.995 1.460 0.36
H -0.672 -0.666 1.748 0.28
H -2.090 -0.167 -1.583 0.34
```

Calculated values
* net charge: 0
* E_LUMO (alpha / beta): -0.0043 / -0.0052 hartree
* E_HOMO (alpha / beta): -7.818 / -7.778 eV

=====

<z>
ORCA calculation (ωB97M-V/def2-TZVPD) on one molecule with the formula C3H6N2OS.

Geometry as XYZ:
```
13
Properties=species:S:1:pos:R:3:mulliken_charge:R:1
C 0.088 -0.699 0.034 -0.33
C -0.322 -0.110 -1.130 0.08
C 0.624 0.102 -2.211 -1.05
N -0.868 -0.914 1.048 -0.34
N 0.429 0.806 2.431 -0.49
O -1.777 -0.420 3.302 -0.47
S -0.856 -0.038 2.276 0.78
H 1.084 -0.950 -0.015 0.43
H -1.402 0.232 -1.132 0.27
H 0.829 1.185 -2.360 0.25
H 0.291 -0.137 -3.267 0.29
H 1.607 -0.462 -2.272 0.31
H 0.272 1.404 3.298 0.27
```

Calculated values
* SMILES string: C/C=C/N=S(=N)=O
* net charge: 0
* E_LUMO: -0.0284 hartree
* E_HOMO: -9.018 eV

=====

Relative energies with respect to the most stable structure, expressed in kJ/mol: <w> 0.0; <x> 369.7; <y> 284.6; <z> 291.9.

=====

<w>
ORCA calculation (ωB97M-V/def2-TZVPD) on one molecule with the formula C3H6N2OS.

Geometry as XYZ:
```
13
Properties=species:S:1:pos:R:3:mulliken_charge:R:1
C 0.864 1.832 0.110 -0.70
C -1.270 0.687 -0.096 0.02
C 0.616 -0.645 0.659 -0.11
H 1.378 1.767 -0.876 0.31
H 0.150 2.703 -0.036 0.27
H 1.525 2.025 0.979 0.28
H -1.512 1.730 -0.391 0.17
H -0.045 -1.216 1.234 0.43
H 3.127 -1.051 -0.906 0.34
N 0.054 0.608 0.256 0.04
N 1.652 -1.237 0.271 -0.36
O 2.417 -0.465 -0.604 -0.35
S -2.323 -0.568 -0.181 -0.34
```

Calculated values
* SMILES string: CN(C=S)/C=N\O
* net charge: 0
* E_LUMO: 0.0140 hartree
* E_HOMO: -8.657 eV

=====

<x>
ORCA calculation (ωB97M-V/def2-TZVPD) on one molecule with the formula C3H6N2OS.

Geometry as XYZ:
```
13
Properties=species:S:1:pos:R:3:mulliken_charge:R:1
C 1.042 0.059 0.001 0.02
C -0.062 -1.012 0.202 -0.42
C -2.291 0.177 0.406 0.11
H -0.575 1.136 -0.641 0.38
H 1.118 1.982 -0.272 0.22
H -0.313 -1.299 1.162 0.29
H 0.281 -1.905 -0.282 0.39
H -1.559 -1.377 -1.261 0.34
H -2.052 0.566 1.461 0.37
N 0.478 1.222 -0.092 -0.36
N -1.254 -0.477 -0.429 -0.51
O -3.384 0.203 -0.084 -0.48
S 2.717 -0.081 0.031 -0.35
```

Calculated values
* SMILES string: NC(=S)CNC=O
* net charge: 0
* E_LUMO: 0.0100 hartree
* E_HOMO: -8.324 eV

=====

Relative energies with respect to the most stable structure, expressed in kJ/mol: <w> 7.7; <x> 0.0.

=====

<w>
ORCA calculation (ωB97M-V/def2-TZVPD) on one molecule with the formula C5H7NO2S.

Geometry as XYZ:
```
16
Properties=species:S:1:pos:R:3:mulliken_charge:R:1
C -0.610 0.687 -1.332 -0.21
C -0.894 0.814 -2.636 -0.32
C 0.210 -1.388 -2.081 -0.39
C 0.609 0.349 1.229 -1.36
C 0.346 -0.886 0.291 0.04
N 0.033 -0.546 -1.041 0.36
O -0.989 -2.747 0.607 -0.41
O -0.737 -1.450 1.003 -0.21
S -0.383 -0.633 -3.482 0.00
H -0.825 1.451 -0.505 0.10
H -1.248 1.670 -3.200 0.40
H 0.643 0.081 2.322 0.35
H 1.574 0.683 0.932 0.37
H -0.335 0.954 1.142 0.40
H 1.168 -1.487 0.377 0.59
H -1.736 -2.887 0.054 0.30
```

Calculated values
* net charge: 0
* E_LUMO: 0.0283 hartree
* E_HOMO: -8.884 eV

=====

<x>
ORCA calculation (ωB97M-V/def2-TZVPD) on one molecule with the formula C5H7NO2S.

Geometry as XYZ:
```
16
Properties=species:S:1:pos:R:3:mulliken_charge:R:1
C 0.943 -0.729 -0.272 0.83
C 1.384 -1.110 -1.468 0.09
C -0.599 -0.145 -2.303 0.18
C 1.015 -0.476 1.117 -0.83
C -1.773 0.906 -0.460 -0.81
N -0.838 0.081 -1.046 -0.23
O 0.581 -0.879 -2.543 -0.34
O 2.606 -1.506 -1.757 -0.47
S -1.508 0.253 -3.644 -0.38
H 1.073 -1.498 1.689 0.25
H 0.073 0.074 1.411 0.21
H 1.932 0.144 1.382 0.25
H -2.119 1.885 -0.963 0.31
H -2.631 0.306 -0.273 0.36
H -1.422 1.184 0.565 0.24
H 2.718 -1.566 -2.675 0.35
```

Calculated values
* net charge: 0
* E_LUMO: -0.0148 hartree
* E_HOMO: -7.972 eV

=====

Relative energies with respect to the most stable structure, expressed in kJ/mol: <w> 139.1; <x> 0.0.

=====

<w>
ORCA calculation (ωB97M-V/def2-TZVPD) on one molecule with the formula C5H7NO2S.

Geometry as XYZ:
```
16
Properties=species:S:1:pos:R:3:mulliken_charge:R:1
C -3.078 0.196 -1.004 -0.74
C -2.091 -0.174 -0.255 0.25
C -0.136 -1.628 0.238 -0.48
C -1.155 -0.565 0.552 -0.25
C 2.130 1.995 0.457 -0.23
N 1.379 1.236 -0.190 -0.32
O 3.390 -0.365 -0.140 -0.54
O 1.182 -1.207 0.520 -0.28
S 2.031 -0.346 -0.613 0.61
H -4.037 -0.292 -0.959 0.25
H -0.309 -2.495 0.890 0.27
H -0.223 -1.955 -0.805 0.36
H -1.034 -0.096 1.519 0.32
H -2.983 1.008 -1.707 0.25
H 3.148 1.710 0.741 0.26
H 1.787 2.977 0.755 0.27
```

Calculated values
* net charge: 0
* E_LUMO: 0.0242 hartree
* E_HOMO: -9.638 eV

=====

<x>
ORCA calculation (ωB97M-V/def2-TZVPD) on one molecule with the formula C5H7NO2S.

Geometry as XYZ:
```
16
Properties=species:S:1:pos:R:3:mulliken_charge:R:1
C 3.166 -0.671 1.187 -0.44
C 3.017 -0.575 2.514 -0.03
C 1.159 -0.016 1.609 0.36
C -2.059 0.675 -1.043 -1.15
C -0.956 -0.052 -0.370 -0.43
N 1.928 -0.312 0.611 -0.40
O -1.040 1.869 1.489 -0.54
O 1.763 -0.186 2.767 -0.31
S -0.851 0.414 1.431 0.36
H 4.059 -0.961 0.694 0.38
H 3.844 -0.790 3.184 0.37
H -3.010 0.976 -0.396 0.25
H -1.779 1.661 -1.364 0.33
H -2.313 0.222 -1.914 0.43
H 0.078 0.034 -0.715 0.42
H -1.033 -1.067 -0.244 0.41
```

Calculated values
* net charge: 0
* E_LUMO: 0.0238 hartree
* E_HOMO: -9.389 eV

=====

Relative energies with respect to the most stable structure, expressed in kJ/mol: <w> 45.5; <x> 0.0.

=====

<w>
ORCA calculation (ωB97M-V/def2-TZVPD) on C4H21NO6 as an isolated structure.

Geometry as XYZ:
```
32
Properties=species:S:1:pos:R:3:mulliken_charge:R:1
C 1.712 1.823 0.158 -1.74
C 0.998 0.686 0.968 0.20
C -0.535 0.958 1.107 -0.69
O -1.147 -0.139 1.846 -0.40
C -2.404 0.157 2.408 -0.84
N 1.320 -0.598 0.510 -0.45
H 1.330 1.764 -0.862 0.68
H 2.787 1.642 0.163 0.29
H 1.590 2.888 0.354 0.45
H 1.294 0.807 2.010 0.54
H -1.035 0.988 0.139 0.25
H -0.794 1.865 1.653 0.67
H -2.694 -0.748 2.942 0.30
H -3.218 0.330 1.705 0.33
H -2.326 0.911 3.192 0.35
H 0.723 -1.138 1.120 0.25
H 2.212 -0.820 0.930 0.41
O 2.409 -0.470 -1.696 -0.66
H 2.963 -1.036 -1.159 0.27
H 1.546 -0.517 -1.282 0.07
O 0.037 -0.481 -1.227 -0.77
H 0.426 -0.408 -0.355 0.06
H -0.810 -0.901 -1.077 0.59
O 0.934 1.218 -2.366 -0.96
H 0.596 0.498 -1.833 0.52
H 1.885 1.158 -2.275 0.31
O -1.186 -1.903 -0.179 -0.66
H -0.704 -2.587 0.287 0.30
H -1.634 -1.413 0.511 0.35
O -1.964 -1.777 -2.308 -0.63
H -2.455 -1.930 -3.115 0.30
H -1.854 -0.827 -2.270 0.28
```

Calculated values
* net charge: 0
* E_LUMO: 0.0112 hartree
* E_HOMO: -8.531 eV

=====

<x>
ORCA calculation (ωB97M-V/def2-TZVPD) on a 6-piece molecular cluster, C4H21NO6 overall.

Geometry as XYZ:
```
32
Properties=species:S:1:pos:R:3:mulliken_charge:R:1
C -0.492 -2.083 0.187 -1.09
N -1.507 -1.462 1.095 -0.34
C -2.135 -0.314 0.348 -0.87
C -1.194 0.950 0.365 1.83
C -0.500 1.252 -0.946 -1.09
O -1.898 2.055 0.851 -0.59
H -0.018 -2.977 0.430 0.52
H -0.986 -2.391 -0.839 0.27
H 0.372 -1.407 -0.017 0.31
H -2.117 -2.241 1.297 0.27
H -3.093 -0.004 0.900 0.40
H -2.415 -0.549 -0.655 0.36
H -0.329 0.688 1.075 -0.83
H -0.049 2.238 -1.207 0.33
H -1.198 1.214 -1.761 0.63
H 0.200 0.534 -1.336 -0.33
H -2.426 2.300 0.077 0.41
H 0.050 1.058 2.361 0.27
H 0.081 1.881 3.698 0.27
O 0.580 1.193 3.169 -0.75
H 3.608 -0.050 0.082 0.33
H 2.366 0.125 0.804 0.34
O 2.830 0.525 0.073 -0.66
H -0.687 -1.372 -3.893 0.28
H -0.392 -0.678 -2.515 0.36
O -0.321 -0.577 -3.533 -0.62
H 1.573 -0.201 2.710 0.39
H 1.253 -1.662 2.331 0.28
O 1.778 -0.886 2.117 -0.72
H 2.286 0.627 -1.688 0.34
H 2.294 1.519 -2.982 0.30
O 2.486 0.695 -2.598 -0.61
```

Calculated values
* SMILES string: CNC[C@@H](C)O.O.O.O.O.O
* net charge: 0
* E_LUMO: 0.0209 hartree
* E_HOMO: -9.690 eV

=====

Relative energies with respect to the most stable structure, expressed in kJ/mol: <w> 500.0; <x> 0.0.

=====

<w>
ORCA calculation (ωB97M-V/def2-TZVPD) on a 2-piece molecular cluster, ClF3Si overall.

Geometry as XYZ:
```
5
Properties=species:S:1:pos:R:3:mulliken_charge:R:1
F -0.801 -1.197 -2.378 -0.61
F 0.989 -0.956 0.826 -0.12
F -1.193 0.189 1.318 -0.22
Si 0.072 0.164 0.259 0.94
Cl 0.934 1.800 -0.025 0.01
```

Calculated values
* net charge: 0
* E_LUMO (alpha / beta): -0.1194 / -0.1193 hartree
* E_HOMO (alpha / beta): -10.597 / -10.607 eV

=====

<x>
ORCA calculation (ωB97M-V/def2-TZVPD) on one molecule with the formula ClF3Si.

Geometry as XYZ:
```
5
Properties=species:S:1:pos:R:3:mulliken_charge:R:1
F -1.004 -1.195 -0.667 -0.22
F -0.270 -0.078 1.455 -0.13
F -1.011 1.224 -0.562 -0.19
Si -0.150 0.014 -0.061 0.83
Cl 2.434 0.035 -0.164 -0.29
```

Calculated values
* SMILES string: F[Si](F)(F)Cl
* net charge: 0
* E_LUMO: -0.0614 hartree
* E_HOMO: -11.659 eV

=====

Relative energies with respect to the most stable structure, expressed in kJ/mol: <w> 430.5; <x> 0.0.

=====

<w>
ORCA calculation (ωB97M-V/def2-TZVPD) on a 2-piece molecular cluster, C7H16N2 overall.

Geometry as XYZ:
```
25
Properties=species:S:1:pos:R:3:mulliken_charge:R:1
C 0.161 -1.768 -1.178 0.09
C -0.722 -3.005 -1.433 -1.28
C -0.180 -1.078 1.285 -1.01
C 0.632 -1.813 0.270 0.65
N -0.498 -0.512 -1.496 -0.53
N 1.637 -2.460 0.662 -0.76
H 1.047 -1.835 -1.824 0.34
H -0.710 -0.472 -2.487 0.24
H -1.376 -0.436 -0.993 0.23
H 2.162 -2.934 -0.071 0.24
H -1.022 -3.045 -2.479 0.38
H -1.618 -2.960 -0.815 0.30
H -0.183 -3.917 -1.190 0.36
H -0.123 -0.010 1.085 0.04
H 0.216 -1.284 2.275 0.38
H -1.223 -1.386 1.238 0.31
C 0.033 4.025 1.565 -1.11
C -0.211 2.901 0.613 0.18
C 0.718 2.328 -0.130 -0.72
H -1.239 2.562 0.557 0.33
H -0.242 3.728 2.577 0.26
H -0.579 4.886 1.297 0.29
H 1.079 4.320 1.558 0.31
H 1.746 2.650 -0.087 0.19
H 0.496 1.513 -0.800 0.28
```

Calculated values
* SMILES string: [H]/N=C(/C)[C@@H](C)N.C=CC
* net charge: 0
* E_LUMO: 0.0345 hartree
* E_HOMO: -9.271 eV

=====

<x>
ORCA calculation (ωB97M-V/def2-TZVPD) on a 3-piece molecular cluster, C7H16N2 overall.

Geometry as XYZ:
```
25
Properties=species:S:1:pos:R:3:mulliken_charge:R:1
C 0.524 0.800 -0.240 -0.15
C 0.651 -0.524 0.172 0.25
C -1.476 -0.498 0.203 0.24
C 1.077 -0.906 1.558 -1.52
C -1.980 -0.694 -1.203 -1.32
C -2.165 0.570 1.006 -1.28
N 0.606 1.867 0.578 -0.29
C 2.862 -0.202 -1.794 -0.32
N 2.765 0.148 -0.599 -0.70
H 0.206 0.998 -1.257 0.34
H 0.681 -1.265 -0.615 0.34
H -1.435 -1.440 0.749 0.34
H 1.204 1.795 1.387 0.22
H 0.551 2.787 0.173 0.26
H 0.490 -0.384 2.319 0.29
H 0.952 -1.977 1.718 0.38
H 2.133 -0.667 1.699 0.45
H -2.117 0.261 -1.721 0.31
H -1.296 -1.308 -1.801 0.34
H -2.201 1.525 0.475 0.27
H -2.949 -1.207 -1.219 0.40
H -1.685 0.730 1.975 0.33
H -3.207 0.293 1.220 0.41
H 1.984 -0.489 -2.437 0.14
H 3.825 -0.215 -2.347 0.27
```

Calculated values
* net charge: 0
* E_LUMO (alpha / beta): 0.0268 / 0.0268 hartree
* E_HOMO (alpha / beta): -5.775 / -5.782 eV

=====

Relative energies with respect to the most stable structure, expressed in kJ/mol: <w> 0.0; <x> 374.8.

=====

<w>
ORCA calculation (ωB97M-V/def2-TZVPD) on C7H16N2 as an isolated structure.

Geometry as XYZ:
```
25
Properties=species:S:1:pos:R:3:mulliken_charge:R:1
C 1.316 0.256 -0.684 0.57
C 0.372 1.218 0.687 -1.25
C -2.461 -1.043 -0.471 -1.08
C -1.527 -0.745 1.755 -1.14
C 2.437 1.233 -1.005 -1.55
C 1.804 -1.002 0.010 -1.43
N -1.375 -0.521 0.331 0.36
C -0.658 0.588 -0.161 0.93
N -1.035 1.362 -1.159 -0.88
H 0.920 -0.065 -1.650 0.36
H -2.022 1.277 -1.399 0.20
H 0.909 0.781 1.519 0.30
H 0.343 2.302 0.660 0.38
H -3.206 -0.275 -0.706 0.34
H -2.070 -1.478 -1.395 0.28
H -2.310 -0.107 2.192 0.34
H -3.029 -1.814 0.054 0.32
H -0.581 -0.572 2.262 0.37
H -1.799 -1.787 1.934 0.38
H 0.972 -1.671 0.224 0.35
H 3.012 1.472 -0.109 0.32
H 2.014 2.134 -1.444 0.40
H 3.134 0.778 -1.711 0.41
H 2.360 -0.779 0.922 0.28
H 2.479 -1.544 -0.655 0.45
```

Calculated values
* net charge: 0
* E_LUMO: 0.0322 hartree
* E_HOMO: -7.809 eV

=====

<x>
ORCA calculation (ωB97M-V/def2-TZVPD) on C7H16N2 as an isolated structure.

Geometry as XYZ:
```
25
Properties=species:S:1:pos:R:3:mulliken_charge:R:1
C -2.432 0.019 -0.220 -0.08
C 1.782 -0.219 -0.263 0.87
C 0.292 -0.452 -0.547 -1.13
C 2.622 -0.759 -1.422 -1.58
C 2.086 1.260 -0.020 -1.46
C -0.624 0.008 0.579 0.28
N -3.334 -0.489 0.741 -0.39
N -2.337 1.326 -0.537 -0.67
C -0.641 -0.541 1.826 -0.96
H -2.392 -0.643 -1.084 0.42
H 2.045 -0.780 0.641 0.24
H -3.978 -1.189 0.402 0.19
H -0.604 1.142 0.574 0.14
H -3.428 0.080 1.572 0.24
H -2.683 1.906 0.231 0.24
H 0.004 0.086 -1.453 0.38
H 0.117 -1.520 -0.702 0.46
H 3.686 -0.650 -1.211 0.42
H 2.417 -1.815 -1.598 0.38
H 1.601 1.625 0.885 0.34
H 1.742 1.865 -0.860 0.32
H 3.160 1.415 0.094 0.43
H 2.401 -0.214 -2.342 0.34
H -0.399 0.040 2.705 0.27
H -1.103 -1.501 2.009 0.32
```

Calculated values
* net charge: 0
* E_LUMO (alpha / beta): -0.0002 / 0.0018 hartree
* E_HOMO (alpha / beta): -8.070 / -8.044 eV

=====

<y>
ORCA calculation (ωB97M-V/def2-TZVPD) on one molecule with the formula C7H16N2.

Geometry as XYZ:
```
25
Properties=species:S:1:pos:R:3:mulliken_charge:R:1
C -0.042 0.925 -0.113 1.79
C 0.982 -1.085 1.020 -0.34
C 1.258 0.282 0.394 -1.00
C 0.173 1.683 -1.419 -1.99
C -0.606 1.889 0.945 -1.82
N -0.743 -1.074 0.945 -0.36
N 1.493 -2.137 0.282 -0.66
C -1.019 -0.290 -0.348 0.19
C -0.710 -1.198 -1.497 -2.14
H 1.162 -1.150 2.093 0.47
H 1.454 -3.041 0.734 0.24
H -1.147 -0.648 1.775 0.32
H -1.124 -2.011 0.823 0.34
H 0.955 -2.109 -0.750 0.43
H 1.921 0.139 -0.460 0.39
H 1.799 0.907 1.108 0.32
H -2.051 0.102 -0.317 0.51
H -0.756 2.149 -1.754 0.40
H 0.916 2.474 -1.286 0.42
H 0.520 0.991 -2.186 0.52
H -0.686 1.432 1.936 0.42
H 0.050 2.753 1.065 0.41
H -1.592 2.255 0.651 0.40
H -1.342 -0.980 -2.354 0.32
H -0.863 -2.257 -1.283 0.41
```

Calculated values
* net charge: 0
* E_LUMO: 0.0175 hartree
* E_HOMO: -5.821 eV

=====

Relative energies with respect to the most stable structure, expressed in kJ/mol: <w> 8.5; <x> 59.7; <y> 0.0.